No. 1
This record from OMol25 describes a structure of composition C36H47As3HfN2O3PSe2Te2. The level of theory is ωB97M-V with the def2-TZVPD basis set.

```
97
Properties=species:S:1:pos:R:3:lowdin_charge:R:1
Hf 1.2537 -0.8669 0.8055 0.917
C 4.1473 -2.2098 -1.6398 -0.303
As 3.0718 -0.6015 -1.4930 0.989
C 4.4990 0.7237 -1.6136 -0.298
C 2.3412 -0.6712 -3.3293 -0.336
C 1.5557 0.4802 -3.9783 -0.675
C 1.1817 -0.0242 -5.3842 -0.093
C 0.2322 0.7861 -3.2515 -0.322
As 0.1350 1.0713 -1.3005 1.109
C -1.5769 2.0176 -1.3642 -0.262
C 1.2308 2.6293 -0.8901 -0.275
C 2.4314 1.7369 -4.1050 -0.367
As 1.8092 3.1557 -5.3651 1.140
C 3.5704 4.0025 -5.5268 -0.345
C 1.0814 4.4673 -4.0921 -0.349
H 4.8504 -2.0914 -2.4628 0.043
H 3.4931 -3.0587 -1.8255 0.016
H 4.6831 -2.3815 -0.7064 -0.051
H 4.9325 0.6761 -2.6105 0.037
H 5.2487 0.4700 -0.8684 0.000
H 4.1443 1.7310 -1.4198 0.010
H 1.7148 -1.5644 -3.3245 0.059
H 3.2032 -0.8972 -3.9622 0.086
H 0.6784 -0.9915 -5.3225 0.087
H 2.0759 -0.1440 -6.0008 0.093
H 0.5182 0.6758 -5.8920 0.053
H -0.4702 -0.0378 -3.4146 0.078
H -0.2245 1.6683 -3.7069 0.066
H -1.4078 2.9725 -1.8611 0.034
H -1.9662 2.2012 -0.3667 0.007
H -2.3107 1.4467 -1.9252 0.023
H 1.1359 3.3820 -1.6654 0.003
H 2.2733 2.3573 -0.7537 0.002
H 0.8680 3.0222 0.0585 0.035
H 3.4030 1.4383 -4.5098 0.073
H 2.6235 2.1939 -3.1329 0.045
H 4.2173 3.3787 -6.1428 0.018
H 4.0309 4.1482 -4.5487 0.026
H 3.4609 4.9691 -6.0164 0.021
H 0.1575 4.1009 -3.6433 -0.006
H 0.8425 5.3773 -4.6417 0.021
H 1.8013 4.7123 -3.3107 0.020
Se 5.3777 -2.3580 1.9705 -0.247
Te 3.9567 -0.2732 1.9793 0.387
Te 3.6345 -3.9084 2.8450 0.331
Se 1.9545 -3.4987 1.0256 -0.072
O 1.4107 2.3931 3.3242 0.130
C 1.1729 1.2961 2.9023 -0.641
O 1.0546 0.9824 1.6252 -0.363
C 0.9803 0.0952 3.7842 -0.261
C 1.1465 0.1757 5.1469 0.024
C 0.9601 -0.9765 5.8943 -0.013
C 0.6174 -2.1495 5.2424 -0.032
C 0.5297 -2.1562 3.8609 -0.195
N 0.7257 -1.0558 3.1322 -0.044
H 1.4148 1.1275 5.5827 0.138
H 1.0849 -0.9645 6.9695 0.123
H 0.4576 -3.0694 5.7881 0.119
H 0.3340 -3.0665 3.3106 0.061
O 0.3720 -2.5173 -1.5869 -0.140
N -0.3373 -2.3167 -0.3977 -0.234
C -1.0120 -3.3237 -0.0004 -0.167
C -1.8765 -3.4147 1.1750 -0.212
C -2.3070 -4.7115 1.4703 -0.017
C -3.2180 -4.9534 2.4810 -0.046
C -3.7644 -3.8811 3.1679 -0.036
C -3.3569 -2.5859 2.8734 -0.072
C -2.3776 -2.3276 1.9219 -0.280
P -1.8705 -0.6151 1.4956 1.095
C -2.0818 0.4184 2.9808 -0.374
C -2.0246 1.7983 2.7608 -0.111
C -2.0513 2.6911 3.8183 -0.053
C -2.1364 2.2209 5.1221 -0.056
C -2.1753 0.8556 5.3547 -0.068
C -2.1377 -0.0415 4.2952 -0.108
C -3.3160 -0.2111 0.4441 -0.358
C -3.3529 -0.7304 -0.8515 -0.124
C -4.4606 -0.5259 -1.6608 -0.075
C -5.5356 0.2173 -1.1935 -0.067
C -5.5018 0.7464 0.0884 -0.059
C -4.4026 0.5268 0.9084 -0.076
H 0.5192 -3.4758 -1.6927 0.099
H -0.9842 -4.2298 -0.6075 0.144
H -1.9187 -5.5418 0.8918 0.123
H -3.5255 -5.9665 2.7021 0.117
H -4.5207 -4.0435 3.9251 0.118
H -3.8329 -1.7625 3.3872 0.107
H -1.9421 2.1824 1.7512 0.095
H -1.9943 3.7541 3.6243 0.117
H -2.1591 2.9167 5.9505 0.113
H -2.2242 0.4779 6.3687 0.114
H -2.1293 -1.1000 4.5129 0.092
H -2.5093 -1.2877 -1.2376 0.087
H -4.4791 -0.9396 -2.6616 0.111
H -6.3961 0.3864 -1.8282 0.111
H -6.3368 1.3279 0.4584 0.112
H -4.3962 0.9373 1.9093 0.104
```

For the HOMO-LUMO gap, the calculation gives 5.902 eV. The value obtained for the strongest force on any atom is 0.65 eV/A. The calculation puts the energy above the lowest of the compared OMol25 structures with the same formula, charge and spin at 0.537 eV. The total charge is +1. The calculation puts the HOMO energy at -9.39 eV.

***

No. 2
This record from OMol25 describes a structure of composition C36H47As3P2PtS2. The level of theory is ωB97M-V with the def2-TZVPD basis set.

```
91
Properties=species:S:1:pos:R:3:mulliken_spin:R:1
Pt -0.4576 0.0457 -1.1449 0.509
S 2.2005 -1.0868 -0.6868 0.160
P 0.7295 -2.3766 -0.3485 0.125
C -0.6712 -1.4824 0.2304 0.817
P -1.2683 -1.5266 1.8769 0.022
S -0.0811 -0.7327 3.2168 0.096
C -2.9145 -0.7560 1.8126 -0.054
C -3.7062 -0.8660 0.6711 0.061
C -5.0071 -0.3875 0.6741 0.009
C -5.5210 0.2198 1.8128 0.000
C -4.7267 0.3567 2.9426 0.001
C -3.4275 -0.1326 2.9442 0.000
C -1.6468 -3.2730 2.2383 0.007
C -1.1067 -3.8985 3.3533 0.012
C -1.3923 -5.2329 3.6108 0.002
C -2.2230 -5.9450 2.7607 0.001
C -2.7685 -5.3237 1.6438 0.008
C -2.4815 -3.9942 1.3862 0.022
C 1.2630 -3.7261 0.7423 0.021
C 0.7620 -5.0171 0.5904 -0.007
C 1.1343 -6.0189 1.4731 0.001
C 2.0037 -5.7336 2.5164 0.003
C 2.4987 -4.4471 2.6764 0.001
C 2.1324 -3.4450 1.7920 0.000
C 0.1919 -3.2132 -1.8690 -0.029
C -1.1519 -3.3496 -2.1982 -0.007
C -1.5239 -4.0057 -3.3632 -0.012
C -0.5526 -4.5293 -4.2042 0.007
C 0.7914 -4.3908 -3.8815 0.000
C 1.1629 -3.7330 -2.7197 0.012
H -3.2925 -1.3011 -0.2311 -0.019
H -5.6158 -0.4768 -0.2167 0.000
H -6.5351 0.5982 1.8137 0.000
H -5.1201 0.8396 3.8278 0.000
H -2.8003 -0.0377 3.8230 0.001
H -0.4503 -3.3343 4.0041 0.001
H -0.9581 -5.7165 4.4764 0.000
H -2.4454 -6.9848 2.9642 0.000
H -3.4175 -5.8755 0.9756 0.000
H -2.9102 -3.5184 0.5132 -0.023
H 0.0798 -5.2459 -0.2192 -0.005
H 0.7411 -7.0193 1.3473 0.000
H 2.2932 -6.5152 3.2076 0.000
H 3.1745 -4.2206 3.4909 0.000
H 2.5130 -2.4383 1.9123 0.003
H -1.9047 -2.9194 -1.5501 0.022
H -2.5723 -4.1023 -3.6148 0.000
H -0.8405 -5.0414 -5.1134 0.001
H 1.5509 -4.7954 -4.5380 0.000
H 2.2111 -3.6060 -2.4749 0.004
C 0.7154 0.4397 -4.6982 0.023
As -0.2419 1.2475 -3.2169 0.024
C -1.9527 1.6439 -4.0519 0.005
C 0.5809 3.0285 -3.1782 -0.010
C 0.6871 3.7325 -1.8098 0.017
C 1.7796 3.0599 -0.9826 -0.033
C -0.6741 3.7250 -1.0931 0.022
As -1.2068 2.1199 -0.0817 0.114
C -0.5588 2.5691 1.6902 0.025
C -3.0812 2.5818 0.1278 0.006
C 1.0546 5.1978 -2.1360 -0.007
As 1.6997 6.5701 -0.8555 0.000
C 3.5046 5.9016 -0.4638 0.000
C 0.8839 6.1183 0.8737 0.002
H 1.7440 0.2635 -4.3869 0.006
H 0.6926 1.0907 -5.5726 0.003
H 0.2528 -0.5184 -4.9302 0.001
H -1.8218 2.2770 -4.9297 0.002
H -2.5942 2.1441 -3.3274 0.000
H -2.4258 0.7065 -4.3408 0.000
H -0.0006 3.6460 -3.8699 0.000
H 1.5818 2.9239 -3.6053 -0.003
H 1.6017 1.9872 -0.8683 0.022
H 1.8484 3.4941 0.0146 0.002
H 2.7508 3.1857 -1.4667 -0.002
H -1.4732 3.9104 -1.8193 0.004
H -0.7245 4.5400 -0.3697 0.004
H -0.8216 3.6025 1.9214 -0.001
H 0.5190 2.4257 1.7324 -0.003
H -1.0104 1.8867 2.4072 0.001
H -3.1718 3.6302 0.4166 0.001
H -3.5157 1.9503 0.8998 0.001
H -3.6107 2.4097 -0.8083 0.001
H 0.1932 5.6664 -2.6224 -0.001
H 1.8523 5.2041 -2.8886 0.001
H 4.0299 5.7225 -1.4020 0.000
H 3.5065 4.9882 0.1264 0.000
H 4.0372 6.6820 0.0785 0.000
H -0.1789 6.3580 0.8662 0.000
H 1.3646 6.7587 1.6139 0.000
H 1.0244 5.0801 1.1677 0.000
```

For the HOMO-LUMO gap (alpha / beta), the calculation gives 6.260 / 6.274 eV. The value obtained for the strongest force on any atom is 0.43 eV/A. The calculation puts the energy above the lowest of the compared OMol25 structures with the same formula, charge and spin at 0.252 eV. As for the expectation value of S²: 2.010. The total charge is 0. The calculation puts the HOMO energy (alpha / beta) at -5.92 / -7.26 eV. Its spin multiplicity is 3.

***

No. 3
This record from OMol25 describes a structure of composition C36H47AsBBrN4O3Ti in a non-equilibrium geometry. The level of theory is ωB97M-V with the def2-TZVPD basis set.

```
94
Properties=species:S:1:pos:R:3:mulliken_spin:R:1
Ti -0.1943 0.3093 -0.1087 0.920
C -0.6804 4.0155 4.2134 0.003
C -0.3686 2.7382 3.4727 0.028
C -1.4318 1.6810 3.5620 -0.053
C -1.8480 1.2324 4.8358 0.000
C -2.9448 0.3841 4.9444 -0.001
C -3.6950 -0.0045 3.8391 0.002
C -3.2165 0.3021 2.5368 -0.031
C -4.0512 0.0014 1.3699 -0.005
C -4.9401 -1.2422 1.6085 0.000
C -2.1230 1.1472 2.3920 0.055
N -1.6074 1.5048 1.1279 0.004
C -1.5934 2.7504 0.6292 0.010
C -1.0402 3.0301 -0.6463 0.018
C -1.1755 4.1291 -1.5501 0.023
C -0.5264 3.7579 -2.7583 -0.005
C 0.0916 2.5405 -2.5350 0.027
N -0.2833 2.0153 -1.3135 -0.022
H -0.3591 4.8939 3.6122 0.000
H -0.1890 4.0483 5.1808 0.000
H -1.8050 4.1546 4.4509 0.000
H 0.5722 2.3623 3.8946 0.003
H -0.1742 3.0286 2.4374 -0.005
H -1.2806 1.4427 5.7610 0.000
H -3.2853 -0.0037 5.8863 0.000
H -4.4924 -0.7374 3.9889 0.000
H -3.4067 -0.2403 0.5331 0.005
H -4.7931 0.8193 1.1230 0.000
H -4.3193 -2.0612 1.9709 0.001
H -5.4957 -1.6143 0.7094 0.000
H -5.6680 -1.1160 2.4118 0.000
H -2.0485 3.5603 1.2502 0.001
H -1.5817 5.0950 -1.3126 0.002
H -0.4583 4.3214 -3.7091 0.000
H 0.8691 2.0097 -3.1091 -0.001
Br 6.8203 3.4750 -0.3608 0.003
C 5.1432 2.7572 -0.0609 0.035
C 3.9170 3.2521 -0.6647 -0.019
C 2.7010 2.6079 -0.3725 0.028
C 2.7484 1.5104 0.4839 -0.091
C 3.8971 1.0367 1.0365 0.094
C 5.1163 1.6371 0.7493 -0.009
N 1.5846 0.7830 0.8076 0.222
C 1.6332 0.1521 1.9616 0.442
C 0.9067 -1.0701 2.1861 0.029
C 1.0998 -1.8401 3.3463 0.059
C 0.4866 -3.0986 3.3614 0.036
C -0.3346 -3.5336 2.3015 0.125
C -0.5204 -2.6503 1.2453 -0.009
N 0.0503 -1.4178 1.1925 0.123
H 3.9130 4.0596 -1.4523 -0.001
H 1.7879 2.8013 -0.8686 0.001
H 3.8369 0.1867 1.6759 0.009
H 6.0365 1.3668 1.2981 0.001
H 2.1467 0.5088 2.8779 0.012
H 1.8679 -1.5908 4.0986 -0.007
H 0.6120 -3.8184 4.2019 0.002
H -0.8175 -4.4867 2.2868 0.008
H -1.2008 -2.9050 0.4610 -0.002
C -1.9321 -2.2235 -3.5131 0.003
As -2.7606 -1.2941 -2.0993 0.039
C -3.9389 0.1851 -2.6609 0.020
C -3.9339 -2.6790 -1.3290 -0.003
O -1.4814 -0.8368 -0.8983 -0.044
H -2.6457 -2.8309 -4.0820 0.001
H -1.2051 -2.8937 -3.0921 0.000
H -1.5851 -1.5836 -4.3204 0.000
H -4.6732 -0.1384 -3.4594 0.003
H -3.2899 1.0120 -3.0349 -0.001
H -4.4234 0.6107 -1.7603 -0.001
H -4.1344 -3.4744 -2.0776 0.000
H -4.8464 -2.2399 -0.9536 0.001
H -3.4023 -3.1051 -0.4827 0.001
C 3.3905 -2.4560 -1.0612 -0.003
C 2.4017 -2.2461 -2.2085 0.003
C 2.2097 -3.5996 -2.9244 0.000
O 1.1582 -1.7860 -1.6563 -0.014
B 1.0994 -0.4449 -1.7635 -0.038
O 1.9406 0.0512 -2.7379 -0.039
C 2.8007 -1.0786 -3.1249 -0.003
C 2.4852 -1.2955 -4.6137 0.000
C 4.2523 -0.5938 -3.0184 0.000
H 2.9508 -3.1889 -0.3733 0.002
H 3.5844 -1.5383 -0.5152 0.001
H 4.2911 -2.7876 -1.5954 0.001
H 1.8770 -4.2887 -2.1284 0.000
H 3.1746 -3.9021 -3.2447 0.000
H 1.4963 -3.6849 -3.7114 0.000
H 1.4834 -1.6854 -4.7672 0.000
H 3.1228 -2.1049 -4.9774 0.000
H 2.6886 -0.4047 -5.2491 0.000
H 4.5461 -0.2708 -2.0381 0.001
H 4.4331 0.1872 -3.7479 0.000
H 4.9777 -1.3692 -3.2712 0.000
```

For the HOMO-LUMO gap (alpha / beta), the calculation gives 5.473 / 6.405 eV. The value obtained for the strongest force on any atom is 6.01 eV/A. As for the expectation value of S²: 2.019. The total charge is 0. The calculation puts the HOMO energy (alpha / beta) at -5.40 / -6.35 eV. Its spin multiplicity is 3.

***

No. 4
This record from OMol25 describes a structure of composition C36H47BLiN9O2. The level of theory is ωB97M-V with the def2-TZVPD basis set.

```
96
Properties=species:S:1:pos:R:3:lowdin_charge:R:1
Li 0.4999 0.3211 0.0031 0.523
C 4.4782 -2.9543 0.0357 -0.023
C 3.9826 -1.5461 0.0157 -0.264
C 4.7073 -0.3705 0.0123 0.026
C 3.7429 0.6570 -0.0154 -0.258
N 2.5317 0.1316 -0.0229 0.059
N 2.6754 -1.2095 -0.0077 0.017
B 1.4227 -2.1054 -0.0109 -0.498
N 0.6356 -1.8088 -1.3218 0.017
N 0.3912 -0.5417 -1.7319 0.059
C -0.0814 -0.6084 -2.9696 -0.253
C -0.1701 -1.9535 -3.3671 0.024
C 0.3083 -2.6848 -2.2976 -0.278
C 0.4494 -4.1720 -2.2259 -0.019
C -0.2907 0.6147 -3.8314 -0.544
C -1.0515 0.2361 -5.1040 -0.059
C 1.0968 1.1615 -4.2073 -0.036
C -1.0598 1.7110 -3.0941 -0.044
N 0.6252 -1.8174 1.2910 0.016
N 0.4444 -0.5498 1.7290 0.055
C -0.1091 -0.6175 2.9278 -0.257
C -0.3003 -1.9648 3.2855 0.022
C 0.1885 -2.6968 2.2221 -0.281
C 0.2501 -4.1875 2.1174 -0.018
C -0.4010 0.5913 3.7826 -0.539
C -1.9175 0.8204 3.8408 -0.028
C 0.2847 1.8388 3.2249 -0.046
C 0.1465 0.3325 5.1943 -0.047
C 3.9748 2.1469 -0.0382 -0.548
C 2.6350 2.8861 -0.0645 -0.059
C 4.7863 2.5082 -1.2891 -0.041
C 4.7595 2.5520 1.2163 -0.041
H 5.5660 -2.9616 0.0506 0.078
H 4.1420 -3.5016 -0.8468 0.080
H 4.1174 -3.4867 0.9174 0.081
H 5.7803 -0.2700 0.0247 0.107
H 1.7468 -3.2520 -0.0150 0.101
H -0.5088 -2.3550 -4.3072 0.105
H 0.5415 -4.5691 -3.2353 0.081
H -0.4255 -4.6386 -1.7656 0.075
H 1.3268 -4.4673 -1.6540 0.064
H -0.4900 -0.4880 -5.6961 0.080
H -1.2112 1.1233 -5.7188 0.084
H -2.0242 -0.1951 -4.8583 0.090
H 1.6712 0.4110 -4.7535 0.090
H 1.6502 1.4216 -3.3030 0.069
H 1.0021 2.0512 -4.8352 0.085
H -2.0232 1.3438 -2.7319 0.087
H -1.2393 2.5539 -3.7648 0.089
H -0.4803 2.0634 -2.2433 0.054
H -0.7222 -2.3612 4.1945 0.109
H 0.4093 -4.6098 3.1084 0.082
H 1.0598 -4.5115 1.4669 0.064
H -0.6842 -4.6019 1.7304 0.072
H -2.3003 1.0435 2.8418 0.068
H -2.1551 1.6580 4.5010 0.086
H -2.4303 -0.0696 4.2103 0.086
H -0.1301 2.1057 2.2546 0.040
H 1.3562 1.6654 3.1076 0.084
H 0.1386 2.6771 3.9090 0.090
H -0.3369 -0.5276 5.6582 0.076
H -0.0176 1.2036 5.8325 0.083
H 1.2189 0.1360 5.1453 0.092
H 2.0623 2.5935 -0.9489 0.070
H 2.7968 3.9654 -0.0886 0.090
H 2.0529 2.6336 0.8253 0.062
H 4.2498 2.2059 -2.1906 0.083
H 5.7508 1.9984 -1.2803 0.081
H 4.9679 3.5848 -1.3337 0.084
H 4.2038 2.2821 2.1165 0.085
H 4.9405 3.6295 1.2267 0.084
H 5.7238 2.0428 1.2467 0.080
O -6.2692 3.4146 -0.5145 0.078
N -6.3888 2.3392 0.0448 -0.338
O -7.4279 1.9400 0.5373 0.083
C -5.2347 1.4356 0.0779 -0.075
C -5.5229 0.1153 0.0910 0.068
C -4.4897 -0.8560 0.0749 -0.128
C -4.7734 -2.2323 0.0483 -0.002
C -3.7348 -3.1215 0.0209 -0.025
C -2.4276 -2.6107 0.0249 -0.094
N -2.1395 -1.3320 0.0527 0.169
C -3.1406 -0.4484 0.0731 -0.135
C -2.8238 0.9669 0.0946 -0.148
N -1.5285 1.3357 0.1324 0.101
C -1.2375 2.6192 0.1571 -0.159
C -2.1969 3.6313 0.1562 -0.015
C -3.5195 3.2812 0.1209 0.017
C -3.8774 1.9204 0.0817 -0.058
H -6.5555 -0.2045 0.0973 0.133
H -5.8069 -2.5567 0.0502 0.122
H -3.9082 -4.1887 -0.0038 0.109
H -1.5767 -3.2822 0.0058 0.095
H -0.1802 2.8712 0.1801 0.096
H -1.8941 4.6688 0.1812 0.115
H -4.2772 4.0460 0.1186 0.107
```

For the HOMO-LUMO gap, the calculation gives 7.244 eV. The value obtained for the strongest force on any atom is 0.71 eV/A. The calculation puts the energy above the lowest of the compared OMol25 structures with the same formula, charge and spin at 0.589 eV. The total charge is 0. The calculation puts the HOMO energy at -8.26 eV.